A cluster of 2 separate species, C16H33N3O3 in total at a distorted geometry. Source: the Open Molecules 2025 dataset; level of theory: ωB97M-V/def2-TZVPD.

The geometry in XYZ format:
```
55
Properties=species:S:1:pos:R:3:forces:R:3
C 5.39710 -0.49586 -4.85996 -0.47 0.16 -0.06
N 4.30207 -0.23954 -3.92576 0.44 -0.20 0.66
C 3.07941 0.18089 -4.27062 0.14 0.59 -0.72
O 2.77839 0.42542 -5.43707 -0.28 -0.11 -0.02
C 2.08323 0.41887 -3.12321 0.09 -0.11 0.46
N 2.52173 1.52490 -2.25432 -0.97 0.01 -0.99
C 3.46083 1.42870 -1.31666 0.79 -0.24 0.80
C 3.72971 2.66736 -0.49750 -0.08 -0.10 -0.05
O 4.08962 0.39767 -1.11074 0.07 -0.37 -0.13
C 0.65086 0.67151 -3.63108 0.02 0.26 0.34
C -0.35370 0.85598 -2.49134 0.33 -0.21 -0.36
O 0.61149 1.84178 -4.41066 -0.03 0.41 -0.14
H 5.33826 -1.52269 -5.22508 0.10 0.05 -0.08
H 5.33222 0.18545 -5.71157 -0.06 -0.10 0.13
H 6.35408 -0.34531 -4.35766 -0.18 -0.02 0.04
H 4.48741 -0.33967 -2.93200 -0.10 -0.01 -0.05
H 2.06043 -0.49683 -2.53196 0.09 -0.02 0.25
H 2.05522 2.41127 -2.38160 0.02 -0.08 -0.17
H 2.81648 2.96455 0.01559 0.00 0.19 0.03
H 4.06408 3.46694 -1.15571 -0.04 0.17 0.05
H 4.50517 2.44766 0.23518 -0.11 -0.01 -0.13
H 0.33742 -0.17689 -4.24037 0.17 -0.25 0.00
H -0.13367 1.76712 -1.93644 -0.04 -0.02 0.06
H -1.35799 0.93360 -2.90837 0.05 0.04 0.03
H -0.31517 -0.00156 -1.82002 -0.04 0.02 0.11
H 1.19914 1.67643 -5.16332 0.09 -0.02 -0.05
C -3.20389 -2.68590 6.04811 0.60 -0.35 -0.47
N -1.94003 -2.73064 5.29134 0.49 0.31 0.14
C -2.00271 -3.24129 3.91125 -0.66 0.19 0.56
C -2.57546 -2.18843 2.95676 0.58 -0.10 0.00
C -1.52529 -1.13853 2.55823 -0.67 0.30 0.26
C -2.17753 0.17247 2.08510 0.55 -0.59 -0.01
C -3.25553 0.00489 1.01422 -0.20 -0.23 0.09
C -3.28395 1.32267 0.23910 -0.38 0.15 -0.37
C -2.06259 2.12038 0.69295 0.25 0.44 -0.06
C -1.18096 1.12939 1.44076 0.02 0.30 0.23
H -3.62248 -3.69197 6.15229 -0.29 -0.05 0.08
H -3.02508 -2.27910 7.04806 0.04 -0.03 -0.21
H -3.94275 -2.05104 5.55077 0.17 -0.06 0.02
H -1.22679 -3.23085 5.82303 -0.42 0.21 -0.22
H -2.63045 -4.13823 3.88608 -0.07 -0.22 -0.16
H -1.00206 -3.53275 3.57572 -0.05 0.09 0.18
H -2.93571 -2.68713 2.05225 -0.11 0.04 0.07
H -3.43425 -1.70001 3.42410 0.00 -0.04 0.00
H -0.88666 -1.55277 1.77145 0.00 0.07 -0.05
H -0.88584 -0.91156 3.41796 -0.03 -0.11 -0.03
H -2.62915 0.66518 2.95359 0.03 0.02 0.03
H -2.99107 -0.81197 0.33453 -0.03 -0.07 0.13
H -4.23085 -0.21707 1.45906 0.14 -0.16 -0.15
H -3.24072 1.12768 -0.83732 -0.15 0.11 0.11
H -4.20158 1.88087 0.45022 0.09 -0.08 -0.21
H -1.53657 2.57581 -0.15101 -0.09 0.12 0.14
H -2.37804 2.91926 1.37214 0.12 -0.01 -0.10
H -0.53445 0.59612 0.73622 0.00 -0.09 0.08
H -0.55137 1.62677 2.18528 0.09 -0.13 -0.13
```
Forces are in eV/Å.

Values from the calculation:
- multiplicity = 1
- gap between HOMO and LUMO (eV) = 9.286

The molecule C5H8N2O3 at a distorted geometry. Source: the Open Molecules 2025 dataset; level of theory: ωB97M-V/def2-TZVPD.

The geometry in XYZ format:
```
18
Properties=species:S:1:pos:R:3:forces:R:3
C 0.22530 2.68608 0.02074 -2.31 0.77 0.09
C 0.11880 1.21986 -0.00846 1.37 -1.59 0.84
C 1.04869 0.15081 -0.01819 -1.36 -0.72 0.55
O 2.40724 0.33526 0.13626 -0.49 -0.26 -0.27
C 0.25997 -1.10294 0.07772 1.80 1.89 -1.84
C 0.52643 -2.54051 -0.09155 -0.96 -2.48 -1.16
N -1.00112 -0.71341 0.05774 0.59 -0.56 1.34
O -2.11705 -1.40301 0.09768 -0.01 0.88 -0.41
N -1.05459 0.61268 0.18678 -2.98 -0.18 -0.87
O -2.33238 1.03971 -0.08922 -0.73 -1.61 0.25
H -0.76825 3.12642 -0.30755 1.19 -0.64 -0.58
H 0.17823 3.15568 1.01758 1.16 -0.51 -0.07
H 1.03467 2.93574 -0.63479 0.41 0.84 0.05
H 2.88251 -0.50286 0.05307 -0.27 0.17 -0.07
H 0.20362 -2.99471 0.85031 1.06 -0.41 0.26
H -0.31922 -3.06858 -0.72135 1.56 1.53 0.55
H 1.52002 -2.91102 -0.55171 -1.51 0.95 1.27
H -2.81287 -0.02523 -0.07507 1.48 1.94 0.07
```
Forces are in eV/Å.

Values from the calculation:
- multiplicity = 1
- energy relative to the best compared isomer or geometry (same formula, charge and spin) (kJ/mol) = 552.6
- gap between HOMO and LUMO (eV) = 8.591

A cluster of 5 separate species, C2H16NO4 in total at a distorted geometry. Source: the Open Molecules 2025 dataset; level of theory: ωB97M-V/def2-TZVPD.

The geometry in XYZ format:
```
23
Properties=species:S:1:pos:R:3:forces:R:3
C 0.00323 -0.98434 1.53906 0.63 -0.59 3.46
N 0.49102 -0.37872 0.32949 0.12 -2.48 -2.69
C 1.77295 -1.08866 -0.04519 0.65 -2.63 -1.62
H -0.76467 -0.32230 1.93590 0.00 -0.43 0.21
H -0.37526 -2.08984 1.53224 0.74 2.16 -0.89
H 0.91804 -0.97966 2.24393 -1.73 -0.01 -0.66
H 0.69782 0.60749 0.32885 -0.16 0.92 0.59
H -0.35877 -0.45045 -0.37961 1.52 0.29 0.65
H 2.52426 -0.36576 -0.43584 -0.61 -0.46 0.60
H 1.59858 -1.85373 -0.97893 0.11 1.89 2.43
H 2.14431 -1.72632 0.88938 -0.66 1.65 -2.22
H -2.31706 -0.22339 -1.17343 0.59 1.08 1.40
H -2.41865 -0.21569 0.39543 -0.31 0.05 0.13
O -2.00875 0.27342 -0.33305 -0.49 -1.11 -2.06
H -3.37587 -0.28358 2.89740 0.88 -0.30 -0.88
H -3.18118 1.00340 2.26770 0.43 0.38 -0.70
O -2.81826 0.11052 2.17688 -1.63 -0.05 1.96
H 1.36688 3.37318 -0.78726 -0.06 -2.08 0.19
H 1.29645 2.14402 -1.78932 0.23 0.30 2.45
O 1.36977 2.35944 -0.77916 -0.13 1.52 -2.37
H 1.64658 0.18144 -3.81412 1.35 -0.02 -2.90
H 0.50350 0.75788 -3.04531 0.31 -0.72 0.12
O 1.28506 0.15166 -2.97506 -1.80 0.64 2.81
```
Forces are in eV/Å.

Values from the calculation:
- multiplicity = 2
- energy relative to the best compared isomer or geometry (same formula, charge and spin) (kJ/mol) = 142.2
- gap between HOMO and LUMO (spin up / spin down) (eV) = 2.899 / 11.401

A structure of composition C9H10 at a distorted geometry. Source: the Open Molecules 2025 dataset; level of theory: ωB97M-V/def2-TZVPD.

The geometry in XYZ format:
```
19
Properties=species:S:1:pos:R:3:forces:R:3
C -2.03484 -1.05883 -0.93530 0.27 0.13 -0.17
C -1.78448 -1.07771 1.08562 0.23 -0.27 3.06
C -0.55035 1.49968 0.09625 0.35 -4.09 -0.05
C -2.09950 1.29207 -0.09427 2.16 1.14 -0.72
C 0.20066 0.15702 -0.33155 -1.26 -3.08 3.47
C -2.28648 -0.15723 0.18001 -0.43 -0.13 -2.59
C -0.92408 -0.99314 -0.03346 0.61 2.14 -2.38
C 2.17706 -1.55630 -0.09957 -2.31 1.49 -2.58
C 1.47484 -0.25538 0.44720 -0.47 0.51 -3.58
H -0.07067 2.21205 -0.46845 0.27 2.05 -1.82
H -0.15905 1.67284 1.04964 -0.27 0.23 2.07
H -2.58021 1.89392 0.62864 -0.92 1.03 0.23
H -2.10229 1.63287 -1.18143 -1.52 -0.83 1.33
H 0.46036 0.08339 -1.33196 0.10 0.13 -2.14
H 3.17434 -1.28913 0.04607 1.97 -0.62 -0.05
H 1.92818 -1.81867 -1.21868 0.70 0.87 1.95
H 1.84042 -2.40766 0.43978 0.02 -0.65 0.72
H 2.01459 0.67588 0.29366 1.22 -0.32 0.56
H 1.32149 -0.50566 1.42780 -0.72 0.28 2.71
```
Forces are in eV/Å.

Values from the calculation:
- multiplicity = 1
- energy relative to the best compared isomer or geometry (same formula, charge and spin) (kJ/mol) = 675.8
- gap between HOMO and LUMO (eV) = 9.207

A structure of composition C12H11NO2S3SeW at a distorted geometry. Source: the Open Molecules 2025 dataset; level of theory: ωB97M-V/def2-TZVPD.

The geometry in XYZ format:
```
31
Properties=species:S:1:pos:R:3:forces:R:3
W -0.86940 0.37784 0.17833 2.27 0.27 0.42
S 2.68547 0.28196 2.89651 -0.11 -0.04 -0.10
C 1.46187 0.03439 1.86704 0.04 -0.15 0.45
S 1.54708 -0.15378 0.14909 -0.56 0.00 -0.17
S -0.24883 -0.06863 2.42233 -0.11 -0.01 -0.51
C -5.28109 1.42358 3.00278 0.00 0.01 -0.02
C -4.45827 1.17292 1.77387 0.03 -0.05 0.00
C -3.81741 -0.03515 1.58222 0.08 0.09 0.15
C -3.05218 -0.27772 0.43286 -0.44 -0.16 -0.45
C -2.36910 -1.61625 0.22438 -0.21 0.17 0.02
C -2.97389 0.73670 -0.57873 -0.71 -0.21 -0.20
C -3.62596 1.97901 -0.36801 -0.01 0.10 -0.10
C -3.52054 3.06212 -1.39863 -0.04 -0.04 -0.01
C -4.33473 2.17298 0.79766 0.07 -0.08 -0.02
C -2.35010 0.38094 -1.94711 -0.81 0.19 -0.01
O -2.89406 0.63951 -2.98544 0.13 -0.07 0.05
O -1.18765 -0.20564 -1.77717 0.40 0.20 0.71
H -5.11597 0.65670 3.75704 -0.01 0.00 0.00
H -6.34244 1.43056 2.74678 0.00 0.01 0.02
H -5.04043 2.39494 3.43510 -0.01 -0.01 0.01
H -3.89737 -0.80792 2.33754 0.05 -0.02 -0.02
H -2.62139 -2.30963 1.02069 0.17 0.08 0.15
H -1.23008 -1.53108 0.25151 -0.37 -1.25 0.00
H -2.60985 -2.05698 -0.73930 0.16 0.03 -0.08
H -2.49042 3.16736 -1.74033 0.00 0.05 -0.02
H -3.85976 4.01486 -0.99710 0.01 -0.01 0.02
H -4.11718 2.80658 -2.27465 0.02 0.00 0.00
H -4.81518 3.12966 0.96683 0.01 0.01 -0.02
Se 0.18684 5.06382 0.03639 0.11 0.56 -0.02
C -0.15529 3.39865 0.13000 -0.15 -0.68 0.05
N -0.40517 2.23428 0.19044 -0.01 0.99 -0.31
```
Forces are in eV/Å.

Values from the calculation:
- multiplicity = 3
- energy relative to the best compared isomer or geometry (same formula, charge and spin) (kJ/mol) = 3.7
- gap between HOMO and LUMO (spin up / spin down) (eV) = 6.208 / 6.063

Calculated total energy (computed, a.u.): -1019.48128; -530.36686; -441.32689; -348.61947; -4332.20539